C6H8O2 | wB97M-V/def2-TZVPD

Atoms and positions in Å:
C (0.6814, 0.2198, -2.2896)
C (0.3907, 0.9042, -1.0302)
C (-0.4941, 1.1200, 0.0838)
C (0.8420, 1.6388, -0.0163)
H (0.8690, -0.8335, -2.0632)
H (1.5621, 0.6264, -2.7862)
H (-0.1762, 0.2679, -2.9607)
H (1.6210, 2.2690, 0.3619)
O (-2.3034, -0.2266, 1.8176)
C (-0.9407, -0.3442, 1.6996)
C (-0.3996, -1.2968, 0.9019)
O (0.9195, -1.6532, 0.9308)
H (-2.6157, 0.2538, 1.0380)
H (-0.3902, 0.0082, 2.5693)
H (-0.8872, -1.6102, -0.0082)
H (1.3213, -1.3437, 1.7516)

Values from the calculation:
SMILES string = CC1=C=C1.O/C=C/O
HOMO-LUMO gap = 8.1 eV



C6H8O2 | wB97M-V/def2-TZVPD

Atoms and positions in Å:
O (-1.3987, -1.0158, -0.9943)
C (-2.0595, -0.1386, -0.3723)
O (-1.4658, 0.6778, 0.6185)
C (-0.1329, 0.4884, 0.8644)
C (0.6805, 1.2822, -0.3263)
C (1.8880, 0.4656, -0.6172)
C (1.9547, -0.7313, -0.0407)
C (0.7601, -1.0181, 0.8785)
H (-3.0413, 0.1041, -0.1491)
H (-0.0054, 1.0313, 1.8687)
H (0.7345, 2.5508, -0.4867)
H (0.1249, 0.9003, -1.1694)
H (2.5853, 1.0934, -1.4245)
H (2.6013, -1.7177, -0.5595)
H (0.3626, -2.0511, 0.6558)
H (1.0097, -1.2961, 1.9526)

Values from the calculation:
SMILES string = O=COC1CC=CC1
HOMO-LUMO gap = 9.8 eV



C6H8O2 | wB97M-V/def2-TZVPD

Atoms and positions in Å:
C (-1.8596, 1.4179, 0.8467)
C (-0.4587, 0.7742, 0.5569)
C (-0.0414, 0.4285, -0.9384)
C (-0.6779, -0.7964, 0.2335)
C (1.0292, -1.1823, 0.3142)
C (1.4224, -0.2496, -0.7386)
H (-1.5300, 2.6225, 0.9268)
H (-2.2552, 0.9527, -0.1579)
H (-2.5308, 1.1397, 1.7164)
H (0.3810, 0.6902, 1.4322)
H (-0.2178, 1.2778, -1.6261)
H (-1.4706, -1.3032, 1.0654)
H (1.4617, -2.1714, 0.0875)
H (2.1572, -0.5227, -1.3708)
O (-0.9312, -0.4418, -1.0736)
O (1.8712, -0.1882, 0.6087)

Values from the calculation:
HOMO-LUMO gap = 10.2 eV



C6H8O2 | wB97M-V/def2-TZVPD

Atoms and positions in Å:
C (1.3632, -0.0059, -1.2041)
C (-0.9278, 1.2424, -0.7709)
C (0.2212, 0.3726, -0.2870)
C (-1.0211, -0.7252, -0.0419)
C (0.4820, 0.6835, 1.1134)
C (-0.7817, -1.2070, 1.2898)
O (-1.9282, 0.4623, -0.2964)
O (-1.0125, 2.2833, -1.3448)
H (-1.3572, -1.4518, -0.7840)
H (1.9584, 0.8758, -1.4447)
H (2.0059, -0.7472, -0.7261)
H (0.9866, -0.4301, -2.1348)
H (1.4296, 0.3827, 1.5475)
H (-0.0365, 1.4976, 1.5998)
H (-1.5584, -1.8108, 1.7486)
H (0.1764, -1.4222, 1.7357)

Values from the calculation:
HOMO-LUMO gap (spin up / spin down) = 8.4 / 8.8 eV



C6H8O2 | wB97M-V/def2-TZVPD

Atoms and positions in Å:
O (2.1884, -0.1573, 0.1201)
C (1.0075, -0.4766, -0.3700)
C (-0.0171, -0.9625, 0.6191)
C (-0.7435, 0.3387, 1.1724)
C (-0.3132, 1.4966, 0.2690)
C (0.1048, 0.5568, -0.8648)
O (-1.1725, -0.2216, -1.0950)
C (-1.4221, -0.7303, 0.1673)
H (2.0351, 0.6629, 0.6408)
H (1.1690, -1.3519, -1.0895)
H (0.4031, -1.8390, 1.2053)
H (-0.9025, 0.3483, 2.2724)
H (-1.1219, 1.9924, -0.1192)
H (0.4434, 2.2806, 0.5939)
H (0.4715, 0.9969, -1.8220)
H (-2.3233, -1.3945, 0.1594)

Values from the calculation:
SMILES string = O[C@H]1[C@H]2[C@H]3C[C@@H]1O[C@H]32
HOMO-LUMO gap = 9.9 eV



C6H8O6Sr | wB97M-V/def2-TZVPD

Atoms and positions in Å:
O (2.7117, -0.0317, -0.3086)
C (3.6948, -0.5182, 0.5840)
O (4.3240, -1.5097, 0.3125)
O (3.7056, 0.2672, 1.5863)
C (1.9654, -0.9116, -1.1595)
H (2.5844, -1.1005, -2.0500)
H (1.7808, -1.8710, -0.6574)
C (0.6868, -0.2219, -1.5037)
H (0.7596, 0.5815, -2.2414)
H (-0.2002, -0.8554, -1.5668)
O (-1.5027, 0.4907, 1.5410)
C (-1.1088, 1.1577, 0.4700)
C (-2.8079, -0.0766, 1.3141)
O (0.1296, 1.1368, 0.1198)
O (-2.0152, 1.1744, -0.4875)
C (-3.2252, 0.5471, -0.0219)
H (-3.4569, 0.2064, 2.1480)
H (-2.7044, -1.1666, 1.2699)
H (-3.9976, 1.3160, 0.0833)
H (-3.5239, -0.1939, -0.7695)
Sr (2.2000, 1.5794, 1.3377)

Values from the calculation:
charge = +1
spin multiplicity = 2
HOMO-LUMO gap (spin up / spin down) = 7.2 / 9.1 eV
<S²> = 0.7588



C6H8OS | wB97M-V/def2-TZVPD

Atoms and positions in Å:
C (-0.2940, -0.0838, -0.4279)
C (-0.8589, -1.2123, 0.5212)
C (-1.1686, 1.1041, -0.0160)
C (-1.7028, 0.7693, 1.3418)
C (1.1332, -0.0894, -0.8238)
C (2.0338, -1.3058, -0.4605)
O (-1.6588, -0.6761, 1.4261)
S (0.2632, 0.1534, -2.4264)
H (-0.5494, 2.0696, -0.2514)
H (-1.8894, 0.8989, -0.8233)
H (-1.0094, 1.2718, 2.0866)
H (-2.7609, 1.0998, 1.5471)
H (1.5812, 0.9643, -0.6810)
H (2.1858, -1.4271, 0.6640)
H (3.0268, -1.3111, -0.9799)
H (1.6681, -2.2258, -0.6967)

Values from the calculation:
HOMO-LUMO gap = 8.0 eV



C6H8OS | wB97M-V/def2-TZVPD

Atoms and positions in Å:
O (1.8669, -2.0254, -0.3189)
C (1.1152, -1.1376, -0.0597)
C (1.3975, 0.3000, -0.4390)
C (0.4365, 1.3052, 0.2662)
C (-1.0633, 1.0184, -0.2049)
C (-1.4567, -0.4759, 0.0115)
S (-2.9899, -0.9226, -0.2485)
C (-0.3203, -1.3884, 0.4791)
H (1.1977, 0.3605, -1.5310)
H (2.4540, 0.5328, -0.2580)
H (0.4784, 1.0416, 1.3307)
H (0.7633, 2.3239, 0.1507)
H (-1.7987, 1.6538, 0.3349)
H (-1.2251, 1.2583, -1.2941)
H (-0.4873, -2.4342, 0.2122)
H (-0.3684, -1.4105, 1.5689)

Values from the calculation:
SMILES string = O=C1CCCC(=S)C1
HOMO-LUMO gap = 8.5 eV



C6H8OS3 | wB97M-V/def2-TZVPD

Atoms and positions in Å:
O (1.3078, 1.7795, 0.8639)
C (0.6844, 0.7710, 0.2046)
S (1.1340, 1.0486, -1.6513)
C (-0.8616, 1.0746, 0.2575)
C (-1.6793, 0.0907, -0.1298)
S (-3.4615, 0.2795, -0.2213)
C (-1.1106, -1.2232, -0.2817)
C (0.1301, -1.5775, 0.1077)
S (0.8220, -3.2249, -0.0820)
C (1.1845, -0.6326, 0.5647)
H (2.2719, 1.9478, 0.7631)
H (0.5147, 2.2808, -1.6592)
H (-1.2499, 1.9989, 0.4951)
H (-3.4665, 1.5799, -0.6984)
H (-1.8290, -2.0445, -0.7296)
H (2.0744, -2.9488, 0.4957)
H (1.3298, -0.6055, 1.6007)
H (2.2050, -0.5939, 0.1000)

Values from the calculation:
SMILES string = O[C@]1(S)C=C(S)C=C(S)C1
HOMO-LUMO gap = 8.3 eV



C6H8P2 | wB97M-V/def2-TZVPD

Atoms and positions in Å:
C (0.2996, 0.9821, 0.5163)
C (-1.1002, 1.3025, 0.2436)
C (-1.9665, 0.2632, -0.1204)
C (-1.1006, -0.9708, -0.1313)
C (1.7087, -0.7549, -0.2270)
C (0.2723, -0.5787, 0.4430)
P (2.2259, 1.0587, -0.2796)
P (-3.6899, 0.2777, -0.2250)
H (0.4296, 1.4077, 1.4884)
H (-1.2775, 2.3400, 0.3027)
H (-1.4155, -1.8886, 0.4126)
H (-0.9696, -1.2834, -1.1244)
H (2.3662, -1.3743, 0.3106)
H (1.8368, -0.9288, -1.3803)
H (0.4681, -1.0050, 1.4646)
H (1.9126, 1.1527, -1.6937)

Values from the calculation:
HOMO-LUMO gap (spin up / spin down) = 6.4 / 6.8 eV



C6H8S | wB97M-V/def2-TZVPD

Atoms and positions in Å:
C (0.9636, -0.6454, 0.2315)
C (0.7258, 0.7058, -0.5097)
C (-0.2870, 1.5320, 0.1976)
C (-1.4616, 0.9139, 0.8191)
C (-1.2923, -0.8305, 0.3449)
C (-0.1744, -1.6545, 0.1190)
S (-2.6311, -0.2989, -0.4574)
H (0.9815, -0.3651, 1.2154)
H (1.8521, -1.1399, -0.0839)
H (0.2450, 0.5951, -1.5659)
H (1.6417, 1.1387, -0.5860)
H (-0.5660, 2.3107, -0.5403)
H (0.0965, 2.1633, 0.9798)
H (0.0543, -2.4832, 0.7551)
H (-0.1481, -1.9420, -0.9192)

Values from the calculation:
SMILES string = C1CCC2=C(C1)S2
HOMO-LUMO gap = 7.3 eV



C6H8S | wB97M-V/def2-TZVPD

Atoms and positions in Å:
C (-0.9468, -0.4931, 1.3689)
C (-0.7553, 0.5730, 0.5606)
C (-1.1806, 1.9064, 1.0977)
S (-1.2696, 2.3351, 2.6937)
C (-0.1626, 0.4499, -0.7638)
C (0.8135, -0.2633, -1.3907)
C (1.6203, -1.3981, -0.8647)
H (-1.3639, -0.2749, 2.4500)
H (-0.8837, -1.4969, 0.9504)
H (-1.6206, 2.7886, 0.3474)
H (-0.5413, 1.2148, -1.4615)
H (0.9160, -0.0173, -2.5182)
H (2.5625, -1.6397, -1.4637)
H (0.9307, -2.2791, -1.2275)
H (1.8814, -1.4052, 0.2215)

Values from the calculation:
SMILES string = C=C(C=S)/C=C\C
HOMO-LUMO gap = 7.8 eV



Computed values of energy relative to the best compared isomer or geometry (same formula, charge and spin) (unit: kcal per mole) for the preceding records, in sequence: 133.8; 103.0; 180.9; 99.9; 71.6; 40.5; 112.5; 13.1; 0.0; 54.8; 127.0; 60.3.
Computed values of DFT total energy (unit: eV) for the preceding records, in sequence: -10440.92230; -10442.25932; -10438.88396; -10442.39320; -10443.62064; -19465.10592; -19229.38667; -19233.69721; -40902.84202; -24924.08389; -17180.96450; -17183.85436.